(1)
{
  "formula": "C12H14IN2",
  "method": "the ωB97M-V functional and the def2-TZVPD basis",
  "symbols": ["I", "C", "N", "C", "C", "C", "C", "C", "C", "C", "C", "N", "C", "C", "C", "H", "H", "H", "H", "H", "H", "H", "H", "H", "H", "H", "H", "H", "H"],
  "positions_angstrom": [[-3.0366, -3.6333, 2.7313], [4.7531, 0.7939, -1.6451], [3.4004, 0.5410, -1.1149], [2.8651, 1.4241, -0.2486], [1.5899, 1.2347, 0.2133], [0.8066, 0.2088, -0.3228], [1.3884, -0.6707, -1.2244], [2.6960, -0.4815, -1.6105], [-0.5833, 0.0545, 0.1486], [-1.3990, 1.1684, 0.4247], [-2.6684, 0.9589, 0.8905], [-3.1331, -0.2888, 1.0964], [-2.4484, -1.3786, 0.6935], [-1.1162, -1.2013, 0.3638], [-4.5456, -0.5108, 1.4006], [5.3906, 1.1602, -0.8428], [4.7537, 1.5738, -2.4049], [5.1601, -0.1258, -2.0500], [3.5645, 2.1356, 0.1655], [1.2177, 1.8713, 1.0028], [0.8193, -1.4745, -1.6692], [3.1918, -1.1753, -2.2726], [-1.0692, 2.1742, 0.2076], [-3.3961, 1.7560, 0.9412], [-2.9915, -2.3134, 0.6133], [-0.5207, -2.0896, 0.1911], [-5.1430, -0.4105, 0.4903], [-4.9307, 0.2306, 2.0943], [-4.6153, -1.5318, 1.7372]],
  "e_above_lowest_kj_mol": 29.3,
  "total_charge": 1,
  "orbital_gap_ev": 4.18,
  "e_homo_ev": -9.46,
  "lumo_ev": -5.28
}

=====

(2)
{
  "formula": "C12H14INbO5P",
  "method": "the ωB97M-V functional and the def2-TZVPD basis",
  "symbols": ["O", "P", "Nb", "I", "H", "H", "H", "H", "H", "H", "C", "C", "C", "O", "C", "C", "C", "O", "H", "H", "H", "H", "C", "C", "C", "O", "C", "C", "C", "O", "H", "H", "H", "H"],
  "positions_angstrom": [[-2.4487, 0.0996, 1.3997], [-1.4282, 1.1950, 1.1043], [-1.2223, 2.9426, 3.1448], [-1.3854, 1.2749, 5.2445], [-1.7259, 1.7930, -0.1514], [-0.1773, 0.5922, 0.8597], [-3.0412, 3.3022, 2.9024], [-0.7745, 4.5724, 3.7862], [0.5645, 2.8745, 2.8619], [-1.1355, 3.9177, 1.6960], [1.8594, 1.0609, -2.5990], [1.6256, 0.9344, -1.2947], [2.0467, 1.9942, -0.3352], [1.8496, 1.8997, 0.8549], [2.7299, 3.1926, -0.8981], [2.9572, 3.3107, -2.2027], [2.5392, 2.2529, -3.1560], [2.7521, 2.3650, -4.3481], [1.5698, 0.3055, -3.3193], [1.1364, 0.0695, -0.8664], [3.0163, 3.9461, -0.1750], [3.4501, 4.1703, -2.6399], [0.1634, -4.3275, -0.2542], [-0.6987, -5.3366, -0.1926], [-2.1631, -5.0928, -0.0909], [-2.9395, -6.0257, -0.0388], [-2.6206, -3.6865, -0.0584], [-1.7646, -2.6682, -0.1181], [-0.3046, -2.9150, -0.2262], [0.4949, -2.0048, -0.2997], [1.2344, -4.4689, -0.3302], [-0.3946, -6.3758, -0.2134], [-3.6897, -3.5366, 0.0230], [-2.0754, -1.6272, -0.0692]],
  "total_charge": -1,
  "orbital_gap_ev": 5.68,
  "e_homo_ev": -5.10,
  "lumo_ev": 0.58
}

=====

(3)
{
  "formula": "C12H14N2O",
  "method": "the ωB97M-V functional and the def2-TZVPD basis",
  "symbols": ["C", "C", "C", "C", "C", "C", "C", "C", "C", "C", "C", "C", "N", "N", "O", "H", "H", "H", "H", "H", "H", "H", "H", "H", "H", "H", "H", "H", "H"],
  "positions_angstrom": [[2.1276, -1.3498, 0.5058], [1.8285, -2.2834, -0.3794], [0.7802, 0.9721, 0.5043], [1.9034, 0.1871, 0.5513], [-2.5430, -0.9227, 1.2597], [-0.7394, 0.7533, 0.4632], [-1.0407, -0.6980, 0.8698], [-0.8711, 0.0460, -1.8097], [1.2425, -1.8860, -1.6338], [-1.3889, 0.9410, -0.8898], [3.1108, 1.0293, 0.6511], [-2.4181, 2.0076, -1.1220], [-0.5285, -1.6708, -0.1206], [0.1253, -1.1521, -1.3803], [-3.2712, -1.8253, 0.9209], [2.9085, -1.6493, 1.2188], [2.3457, -3.2886, -0.2697], [1.1489, 1.9794, 0.5826], [-2.8986, -0.0043, 1.7442], [-1.2982, 1.3885, 1.1646], [-0.4623, -1.0887, 1.7818], [-1.2453, -0.0485, -2.8429], [3.6979, 1.1297, 1.4926], [2.9579, 2.1149, 0.4960], [3.8880, 0.7892, -0.0349], [-3.0150, 1.7146, -2.0181], [-1.9850, 3.0361, -1.2968], [-3.0212, 2.0799, -0.1740], [-1.3384, -2.3012, -0.2347]],
  "e_above_lowest_kj_mol": 908.4,
  "orbital_gap_ev": 8.30,
  "e_homo_ev": -7.82,
  "lumo_ev": 0.48
}

=====

(4)
{
  "formula": "C12H14N8O",
  "method": "the ωB97M-V functional and the def2-TZVPD basis",
  "symbols": ["O", "N", "N", "N", "N", "N", "C", "C", "C", "C", "C", "C", "C", "C", "N", "N", "N", "C", "C", "C", "C", "H", "H", "H", "H", "H", "H", "H", "H", "H", "H", "H", "H", "H", "H"],
  "positions_angstrom": [[-3.5994, -2.2234, 1.2023], [2.6004, 4.2167, -0.4934], [3.2376, 4.0170, 1.7259], [1.8868, 1.4843, 1.8713], [0.3142, -2.0025, 1.6644], [0.5476, -0.8869, -0.4049], [-2.9191, -1.3968, 0.6608], [3.1286, 5.3129, -0.0700], [3.4568, 5.2252, 1.3130], [2.1583, 2.1249, 0.7155], [-0.0021, -1.8542, 0.3629], [0.9763, -0.8532, 2.2383], [1.1413, 0.1443, 0.2136], [1.3406, 0.2890, 1.5801], [2.6916, 3.4044, 0.6412], [1.2760, -1.1610, 3.4206], [1.7547, 1.2901, -0.2389], [-2.4455, -0.1082, 1.3553], [1.9199, 1.3835, -1.7257], [-2.2780, -1.7991, -0.6396], [-1.0104, -2.7234, -0.3352], [3.3458, 6.2421, -0.5931], [3.7158, 6.1370, 1.8645], [1.8219, -0.5101, 3.9609], [1.4155, -2.1864, 3.5318], [-3.3613, 0.3731, 1.6607], [-1.9335, -0.4564, 2.1937], [-1.7323, 0.4939, 0.7562], [1.0018, 1.2451, -2.2381], [2.1695, 2.4088, -2.0172], [2.7650, 0.7236, -2.1166], [-3.0670, -2.2897, -1.2673], [-2.0057, -0.8687, -1.2278], [-0.5573, -3.0137, -1.2613], [-1.2333, -3.6611, 0.2177]],
  "e_above_lowest_kj_mol": 0.0,
  "orbital_gap_ev": 8.04,
  "e_homo_ev": -7.94,
  "smiles": "CC(=O)CCc1nc(N)c2nc(-n3nccn3)n(C)c2n1",
  "lumo_ev": 0.10
}

=====

(5)
{
  "formula": "C12H15AgAsN6PS4",
  "method": "the ωB97M-V functional and the def2-TZVPD basis",
  "symbols": ["Ag", "C", "N", "C", "C", "N", "C", "P", "C", "N", "C", "C", "N", "C", "C", "N", "C", "C", "N", "C", "H", "H", "H", "H", "H", "H", "H", "H", "H", "H", "H", "H", "H", "H", "H", "S", "As", "S", "S", "S"],
  "positions_angstrom": [[0.7986, 0.6074, 1.4295], [1.3090, -2.9465, -3.2726], [0.4865, -1.8695, -3.7889], [-0.5124, -2.0157, -4.7192], [-1.0389, -0.7716, -4.9004], [-0.4036, 0.1348, -4.0958], [0.4967, -0.5528, -3.4233], [1.7692, 0.2009, -2.3473], [1.7985, -1.0013, -0.9912], [0.7410, -1.6047, -0.4662], [1.2367, -2.3878, 0.5387], [2.5990, -2.2610, 0.6119], [2.9502, -1.3999, -0.3832], [4.3083, -0.9219, -0.5908], [0.7787, 1.5412, -1.6166], [-0.3649, 1.4134, -0.9725], [-0.6490, 2.6519, -0.4740], [0.3336, 3.5351, -0.8247], [1.2298, 2.8252, -1.5673], [2.5183, 3.3278, -2.0062], [1.3205, -3.7525, -4.0056], [0.9276, -3.3042, -2.3173], [2.3296, -2.5983, -3.1211], [-0.7476, -2.9766, -5.1446], [-1.8428, -0.4798, -5.5573], [0.5899, -2.9577, 1.1848], [3.3228, -2.5987, 1.3346], [4.9379, -1.7619, -0.8959], [4.6776, -0.4984, 0.3459], [4.3041, -0.1626, -1.3678], [-1.5319, 2.8359, 0.1158], [0.4999, 4.5687, -0.5771], [2.4202, 4.3914, -2.2204], [2.8236, 2.8081, -2.9117], [3.2592, 3.1715, -1.2196], [4.8108, -0.6090, 2.9192], [3.4705, 1.0828, 3.0584], [1.4874, 0.3879, 3.7863], [3.0244, 1.8232, 0.9959], [4.2231, 2.6527, 4.2821]],
  "e_above_lowest_kj_mol": 0.0,
  "total_charge": -2,
  "orbital_gap_ev": 4.90,
  "e_homo_ev": -0.55,
  "lumo_ev": 4.34
}

=====

(6)
{
  "formula": "C12H15BCl2N6O2Pt",
  "method": "the ωB97M-V functional and the def2-TZVPD basis",
  "symbols": ["C", "N", "N", "C", "C", "B", "N", "N", "C", "C", "C", "Pt", "N", "N", "C", "C", "C", "H", "H", "H", "H", "H", "H", "H", "H", "H", "H", "H", "C", "H", "H", "H", "Cl", "C", "Cl", "C", "O", "O", "H"],
  "positions_angstrom": [[-0.5863, 2.0118, -1.8302], [-0.0486, 0.8803, -1.3304], [-0.7416, -0.1897, -1.8642], [-1.4849, 0.2743, -2.9025], [-1.4265, 1.6593, -2.8955], [-0.6924, -1.6777, -1.3272], [0.8661, -1.9089, -1.2327], [1.8241, -1.0069, -0.7595], [2.9794, -1.7080, -0.6277], [2.8617, -2.9184, -1.3223], [1.5350, -3.0033, -1.7134], [1.8364, 1.0962, -0.4072], [-1.6401, -1.9366, -0.0130], [-1.2492, -1.1256, 0.9802], [-2.0045, -1.2504, 2.0375], [-2.9726, -2.2524, 1.7951], [-2.7076, -2.6684, 0.4588], [-1.7672, -0.5953, 2.8793], [-3.1953, -3.4053, -0.1550], [-3.7083, -2.5500, 2.5282], [-1.1227, -2.3887, -2.1755], [1.0578, -3.7625, -2.3225], [-1.9790, -0.4097, -3.5742], [3.6520, -3.6294, -1.5137], [-1.9091, 2.3712, -3.5369], [3.8295, -1.3460, -0.0680], [-0.3287, 2.9563, -1.3741], [1.8013, 0.3600, 1.5830], [2.6834, 0.9490, 1.2951], [3.5792, 0.3537, 1.3730], [3.1303, 1.8575, -0.0159], [2.7136, 1.7929, 1.9669], [0.0712, 5.1275, 1.7603], [-0.8893, 3.8406, 2.5205], [-2.5936, 3.8382, 2.0321], [-0.2969, 2.4218, 2.1229], [-0.3451, 1.6433, 3.0930], [0.1229, 2.2950, 0.9305], [-0.8544, 4.0045, 3.6055]],
  "multiplicity": 3,
  "total_charge": 2,
  "orbital_gap_ev": [6.70, 5.09],
  "e_homo_ev": [-15.58, -15.58],
  "lumo_ev": [-8.88, -10.49]
}